Record 1
The following is a quantum chemistry calculation of a structure of composition C17H38CrN7O2PS, from the Open Molecules 2025 dataset.

Calculated values
Molecular weight: 487.57 g/mol
Max |F|: 0.66 eV/Å
ΔE to the lowest compared entry with this formula, charge and spin: 0.0 kcal per mole
<S²>: 3.790
E_tot: -2987.67772 Ha
Lowest unoccupied orbital energy (spin up / spin down): -8.12 / -8.03 eV

```
! wB97M-V def2-TZVPD RIJCOSX def2/J DEFGRID3
* xyz 3 4
Cr -0.53 -0.74 -0.76
S 1.81 -0.18 -0.52
P 1.97 2.02 2.48
O 0.66 1.38 2.20
O 2.53 3.05 1.53
N 4.30 1.11 1.47
N -0.90 -0.85 1.28
N -0.25 1.25 -1.01
N 1.59 4.38 3.66
N -2.65 -0.74 -1.11
N -0.37 -2.83 -0.50
N -0.45 -0.85 -2.91
C 1.77 2.48 -1.41
C 0.34 -1.97 -3.50
C -3.45 -0.73 1.28
C 1.02 3.58 -1.78
C -0.78 -2.22 1.82
C 0.13 -3.01 0.88
C 1.93 2.99 4.09
C 1.10 1.33 -1.01
C 0.50 -3.53 -1.48
C -3.49 -1.40 -0.09
C -1.84 -0.74 -3.43
C 3.38 0.78 2.61
C 0.04 -3.35 -2.92
C -2.84 -1.34 -2.45
C -0.97 2.33 -1.38
C -2.11 -0.14 1.75
C -0.37 3.50 -1.76
H 0.17 -1.99 -4.58
H -2.68 -2.42 -2.36
H -0.38 -2.23 2.83
H 4.13 0.49 0.68
H 2.92 2.99 4.54
H -2.12 -0.10 2.84
H -3.85 -1.18 -2.82
H 1.93 5.11 4.30
H 0.58 4.50 3.56
H -3.19 -2.45 -0.03
H 3.91 0.89 3.56
H -2.98 0.22 -1.17
H 2.85 2.50 -1.43
H 3.01 -0.23 2.53
H -0.13 -0.28 1.65
H -3.81 -1.46 2.01
H -4.54 -1.40 -0.42
H -1.94 -1.24 -4.39
H 5.29 1.09 1.72
H 0.52 -4.60 -1.25
H 2.02 4.48 2.71
H 1.21 2.60 4.80
H 1.39 -1.75 -3.33
H -2.01 0.89 1.40
H 1.14 -2.62 0.93
H -2.04 2.22 -1.36
H 0.15 -4.07 1.16
H -2.07 0.31 -3.57
H 1.52 4.49 -2.10
H -0.98 4.34 -2.06
H 0.60 -4.06 -3.53
H -1.01 -3.62 -3.03
H 0.04 -0.02 -3.24
H 1.52 -3.14 -1.37
H -1.77 -2.68 1.85
H -1.27 -3.30 -0.55
H -4.17 0.09 1.30
H 3.99 2.08 1.18
*
```

---

Record 2
The following is a quantum chemistry calculation of a cluster of 2 separate species, Cl2H3NSi in total at a distorted geometry, from the Open Molecules 2025 dataset.

Calculated values
Molecular weight: 116.02 g/mol
Max |F|: 4.24 eV/Å
ΔE to the lowest compared entry with this formula, charge and spin: 77.0 kcal per mole
E_tot: -1266.43344 Ha
Lowest unoccupied orbital energy: -0.09 eV

```
! wB97M-V def2-TZVPD RIJCOSX def2/J DEFGRID3
* xyz 0 1
Cl -3.32 -0.12 -0.02
Cl 3.68 -0.62 -0.05
Si -1.36 0.59 0.12
N 0.07 -0.09 0.08
H 2.49 -0.91 -0.15
H -1.64 2.09 0.33
H 0.09 -0.95 -0.31
*
```

---

Record 3
The following is a quantum chemistry calculation of an isolated molecule of C6H9N3O2 at a distorted geometry, from the Open Molecules 2025 dataset.

Calculated values
Molecular weight: 155.16 g/mol
Max |F|: 4.03 eV/Å
ΔE to the lowest compared entry with this formula, charge and spin: 21.8 kcal per mole
E_tot: -548.78661 Ha
Lowest unoccupied orbital energy: 0.68 eV

```
! wB97M-V def2-TZVPD RIJCOSX def2/J DEFGRID3
* xyz 0 1
O 0.53 -0.28 -2.38
O -0.74 1.57 -2.01
N -1.20 -1.80 -0.77
N 2.04 0.50 1.84
N 0.23 -0.83 1.99
C 1.44 -0.69 2.33
C -0.03 0.27 1.13
C -1.41 0.34 0.48
C -1.41 -0.39 -0.85
C 1.14 0.98 0.97
C -0.41 0.25 -1.81
H -1.42 -2.30 -1.64
H -2.17 -0.07 1.12
H 1.97 -1.35 3.01
H -2.40 -0.21 -1.28
H -0.16 -1.99 -0.64
H -0.25 1.81 -2.84
H -1.63 1.38 0.33
H 2.95 0.85 2.00
H 1.34 1.86 0.22
*
```

---

Record 4
The following is a quantum chemistry calculation of an isolated molecule of C5H6O3 at a distorted geometry, from the Open Molecules 2025 dataset.

Calculated values
Molecular weight: 114.10 g/mol
Max |F|: 11.17 eV/Å
ΔE to the lowest compared entry with this formula, charge and spin: 110.9 kcal per mole
E_tot: -419.66265 Ha
Lowest unoccupied orbital energy: -1.51 eV

```
! wB97M-V def2-TZVPD RIJCOSX def2/J DEFGRID3
* xyz 0 1
O 3.60 -0.67 0.47
O 0.75 -1.13 -0.78
O 0.53 0.84 -0.02
C -1.50 0.12 0.62
C -0.77 0.89 -0.36
C 1.33 -0.10 -0.32
C -1.91 -1.19 0.21
C 2.71 0.23 0.00
H 2.84 1.33 0.31
H -1.64 -1.35 -0.70
H -1.38 0.56 1.57
H -0.94 0.37 -1.25
H -1.06 1.77 -0.79
H -2.55 -1.67 1.03
*
```

---

Record 5
The following is a quantum chemistry calculation of a structure of composition C3H3O3Rh at a distorted geometry, from the Open Molecules 2025 dataset.

Calculated values
Molecular weight: 189.96 g/mol
Max |F|: 3.13 eV/Å
ΔE to the lowest compared entry with this formula, charge and spin: 62.6 kcal per mole
<S²>: 8.765
E_tot: -451.74020 Ha
Lowest unoccupied orbital energy (spin up / spin down): -3.51 / -8.60 eV

```
! wB97M-V def2-TZVPD RIJCOSX def2/J DEFGRID3
* xyz 1 6
Rh 1.22 -0.36 2.25
O 0.11 -0.23 0.49
O 2.15 0.34 0.38
O 0.90 0.50 -1.51
C -2.49 -0.17 -0.40
C -2.11 -1.35 -0.50
C 1.02 0.23 -0.35
H -2.85 0.84 -0.34
H 2.91 0.66 -0.11
H -0.87 -0.45 0.09
*
```

---

Record 6
The following is a quantum chemistry calculation of an isolated molecule of C3H6N2O at a distorted geometry, from the Open Molecules 2025 dataset.

Calculated values
Molecular weight: 86.09 g/mol
Max |F|: 3.74 eV/Å
ΔE to the lowest compared entry with this formula, charge and spin: 100.6 kcal per mole
E_tot: -302.53278 Ha
Lowest unoccupied orbital energy: 0.36 eV

```
! wB97M-V def2-TZVPD RIJCOSX def2/J DEFGRID3
* xyz 0 1
O 0.06 0.02 -1.76
N 2.36 -0.16 1.52
N -1.74 0.57 -0.33
C 0.13 -0.78 0.49
C -0.38 0.26 -0.45
C 1.29 -0.34 0.95
H -0.51 -1.53 0.93
H -0.09 0.80 -2.31
H -2.14 1.17 -1.04
H 0.45 1.10 0.02
H 2.89 -0.95 1.88
H -2.31 -0.14 0.11
*
```

---

Record 7
The following is a quantum chemistry calculation of an isolated molecule of C5H8, from the Open Molecules 2025 dataset.

Calculated values
Molecular weight: 68.12 g/mol
Max |F|: 0.41 eV/Å
ΔE to the lowest compared entry with this formula, charge and spin: 35.6 kcal per mole
E_tot: -195.23524 Ha
Lowest unoccupied orbital energy: 1.03 eV

```
! wB97M-V def2-TZVPD RIJCOSX def2/J DEFGRID3
* xyz 0 1
C 0.24 -0.87 -1.23
C 0.25 -0.55 0.03
C 0.42 0.26 1.04
C -0.40 0.60 2.24
C -0.37 0.16 -2.16
H 0.29 1.03 -2.25
H -1.31 0.53 -1.73
H -0.56 -0.24 -3.16
H 0.27 0.85 3.07
H 0.75 -1.74 -1.63
H -1.08 -0.19 2.56
H -0.99 1.49 2.01
H 1.31 0.87 0.90
*
```

---

Record 8
The following is a quantum chemistry calculation of a cluster of 10 separate species, C4H27N2O11 in total at a distorted geometry, from the Open Molecules 2025 dataset.

Calculated values
Molecular weight: 279.26 g/mol
Max |F|: 2.88 eV/Å
ΔE to the lowest compared entry with this formula, charge and spin: 11.1 kcal per mole
E_tot: -1105.86524 Ha
Lowest unoccupied orbital energy: 2.78 eV

```
! wB97M-V def2-TZVPD RIJCOSX def2/J DEFGRID3
* xyz -1 1
O 1.35 -1.64 -3.27
O -0.82 0.59 -3.04
O -1.76 -1.05 1.45
O 1.19 4.09 2.44
O -2.13 -0.84 -1.06
O 1.15 -1.10 3.36
O -0.62 -2.54 -1.97
O 2.87 -1.54 -1.07
O -0.14 4.07 -0.18
O 2.71 -0.48 1.33
O 0.34 -3.98 2.31
N -0.43 2.82 -1.98
N 0.24 0.22 0.24
C -1.63 0.31 1.88
C -0.55 3.00 -0.65
C -0.61 1.08 1.05
C -1.41 2.04 0.12
H -0.12 -0.72 0.16
H 0.47 3.75 3.02
H -1.98 -1.05 0.46
H -2.77 -1.46 -1.27
H -2.63 0.76 1.90
H 0.46 -1.16 2.64
H 2.81 -1.26 0.73
H -0.05 -2.68 -1.17
H 0.03 3.57 -2.44
H 0.47 -2.02 -2.91
H 2.28 -1.63 -1.84
H -0.73 1.98 -2.52
H -0.60 -3.83 2.30
H 2.05 0.02 0.78
H 1.77 -0.59 2.83
H 0.75 4.30 1.59
H 0.31 0.57 -0.70
H -1.20 -1.69 -1.56
H -1.31 0.20 2.93
H -1.91 1.32 -0.53
H 0.05 1.68 1.65
H -2.12 2.65 0.65
H 0.75 -3.16 2.62
H -0.04 0.17 -3.39
H 3.00 -2.41 -0.69
H 1.78 -2.30 -3.82
H -1.26 -0.04 -2.40
*
```

---

What did the first record say?
The following is a quantum chemistry calculation of a structure of composition C17H38CrN7O2PS, from the Open Molecules 2025 dataset.

Calculated values
Molecular weight: 487.57 g/mol
Max |F|: 0.66 eV/Å
ΔE to the lowest compared entry with this formula, charge and spin: 0.0 kcal per mole
<S²>: 3.790
E_tot: -2987.67772 Ha
Lowest unoccupied orbital energy (spin up / spin down): -8.12 / -8.03 eV

```
! wB97M-V def2-TZVPD RIJCOSX def2/J DEFGRID3
* xyz 3 4
Cr -0.53 -0.74 -0.76
S 1.81 -0.18 -0.52
P 1.97 2.02 2.48
O 0.66 1.38 2.20
O 2.53 3.05 1.53
N 4.30 1.11 1.47
N -0.90 -0.85 1.28
N -0.25 1.25 -1.01
N 1.59 4.38 3.66
N -2.65 -0.74 -1.11
N -0.37 -2.83 -0.50
N -0.45 -0.85 -2.91
C 1.77 2.48 -1.41
C 0.34 -1.97 -3.50
C -3.45 -0.73 1.28
C 1.02 3.58 -1.78
C -0.78 -2.22 1.82
C 0.13 -3.01 0.88
C 1.93 2.99 4.09
C 1.10 1.33 -1.01
C 0.50 -3.53 -1.48
C -3.49 -1.40 -0.09
C -1.84 -0.74 -3.43
C 3.38 0.78 2.61
C 0.04 -3.35 -2.92
C -2.84 -1.34 -2.45
C -0.97 2.33 -1.38
C -2.11 -0.14 1.75
C -0.37 3.50 -1.76
H 0.17 -1.99 -4.58
H -2.68 -2.42 -2.36
H -0.38 -2.23 2.83
H 4.13 0.49 0.68
H 2.92 2.99 4.54
H -2.12 -0.10 2.84
H -3.85 -1.18 -2.82
H 1.93 5.11 4.30
H 0.58 4.50 3.56
H -3.19 -2.45 -0.03
H 3.91 0.89 3.56
H -2.98 0.22 -1.17
H 2.85 2.50 -1.43
H 3.01 -0.23 2.53
H -0.13 -0.28 1.65
H -3.81 -1.46 2.01
H -4.54 -1.40 -0.42
H -1.94 -1.24 -4.39
H 5.29 1.09 1.72
H 0.52 -4.60 -1.25
H 2.02 4.48 2.71
H 1.21 2.60 4.80
H 1.39 -1.75 -3.33
H -2.01 0.89 1.40
H 1.14 -2.62 0.93
H -2.04 2.22 -1.36
H 0.15 -4.07 1.16
H -2.07 0.31 -3.57
H 1.52 4.49 -2.10
H -0.98 4.34 -2.06
H 0.60 -4.06 -3.53
H -1.01 -3.62 -3.03
H 0.04 -0.02 -3.24
H 1.52 -3.14 -1.37
H -1.77 -2.68 1.85
H -1.27 -3.30 -0.55
H -4.17 0.09 1.30
H 3.99 2.08 1.18
*
```

---

Q: Which of these has the highest max |F|?
A: C5H6O3

---

Q: Among the records above, which one has the lowest ΔE to the lowest compared entry with this formula, charge and spin?
A: C17H38CrN7O2PS